Entry 1:
# C20H35BrCl26F9NO2S

A 14-piece molecular cluster, C20H35BrCl26F9NO2S overall (ωB97M-V/def2-TZVPD, the OMol25 dataset).

Results
frontier orbital gap: 0.346 hartree
total energy: -457808.8680 eV

ORCA input file:
```
! wB97M-V def2-TZVPD RIJCOSX def2/J DEFGRID3
* xyz 0 1
C 5.116 -4.515 2.333
H 6.171 -4.738 2.235
Cl 1.588 -0.650 6.259
H -0.512 1.502 -5.208
Cl 1.353 1.998 5.120
C 1.053 1.014 6.551
H 2.310 -1.726 -0.506
C 2.382 -4.771 7.185
C 0.431 2.031 -5.273
F 2.944 0.670 0.759
H -0.004 -2.940 -2.606
C 0.838 -0.129 1.436
Cl -4.288 -0.884 -6.663
H 2.989 -4.460 8.027
Cl -4.465 -2.563 -4.262
H 2.657 -8.301 4.946
H 1.738 4.869 4.666
H 4.855 5.888 -1.587
C -1.631 -0.628 -2.619
H 0.671 -2.075 2.078
Cl -2.884 -5.045 -8.532
Cl 3.513 4.228 -2.559
O -2.826 0.013 -2.303
Cl 4.942 -2.996 3.221
H 2.332 -3.131 0.519
Cl -1.293 4.031 -10.173
H 0.134 5.417 5.230
H 1.212 1.382 -5.649
H -4.936 -3.865 0.734
F 0.701 2.872 -0.626
F -0.420 -0.159 0.920
S 1.331 2.731 0.820
Cl 2.809 -6.442 6.779
Cl 1.256 -9.595 3.585
F 0.751 0.338 2.707
H 0.724 -1.418 -2.120
Cl -2.601 -4.071 0.858
H -1.520 6.070 1.603
H -3.969 -0.270 -4.417
Cl 1.571 4.879 7.000
Cl -5.800 -4.923 -8.871
F 1.957 2.611 2.285
Cl -0.733 8.240 2.051
Cl 2.680 -3.674 5.838
C 1.699 -2.299 0.202
H -4.546 -4.824 -6.888
C -4.146 -3.216 1.091
C -2.205 3.030 -9.036
H -0.388 -2.911 0.199
Cl -4.502 6.618 -0.044
F -0.113 2.423 1.417
C -0.992 6.539 2.426
Cl 0.245 3.388 -6.399
H -4.369 -3.350 -7.873
C 4.887 4.806 -1.614
Cl -1.954 6.316 3.900
H 2.330 -1.484 2.132
Cl 1.689 7.167 5.147
C 2.764 -8.763 3.972
C 0.021 -2.189 -1.804
Cl 0.871 2.556 -3.648
C 1.205 5.484 5.382
C -4.802 5.795 1.490
H 3.568 -9.488 3.960
Cl -4.164 -1.702 0.190
H -2.022 -2.315 -1.714
F 2.767 3.081 0.232
N -1.319 -1.579 -1.666
H 1.609 1.427 7.385
Br -2.514 1.586 -1.436
Cl -4.131 4.158 1.512
C 1.434 -1.528 1.503
H -5.872 5.725 1.644
H 1.327 -4.742 7.430
H -5.681 -0.623 -4.791
C -4.653 -0.932 -4.935
O -1.037 -0.365 -3.625
H 4.816 4.390 -0.617
Cl 6.439 4.314 -2.308
C 1.652 0.869 0.565
Cl 3.143 -7.491 2.801
F 1.374 0.599 -0.704
H -0.024 6.075 2.583
H -2.098 1.993 -9.329
H -4.267 -2.997 2.145
F 1.080 4.281 1.081
H -1.806 3.194 -8.044
H -0.011 1.009 6.756
Cl -3.928 3.431 -9.024
H 4.599 -5.291 2.883
C -4.413 -4.431 -7.889
Cl 4.412 -4.417 0.712
H 0.670 -3.928 -0.743
C 0.449 -2.880 -0.500
H -4.327 6.363 2.281
*
```


Entry 2:
# C20H35ClN4O5S

A 3-piece molecular cluster, C20H35ClN4O5S overall at a distorted geometry (ωB97M-V/def2-TZVPD, the OMol25 dataset).

Results
frontier orbital gap: 0.265 hartree
total energy: -60854.9058 eV
SMILES: O=S(=O)(Cl)CCCCc1ccc(O)c2nccnc12.COC[C@@H](C)N.COC[C@@H](C)N

ORCA input file:
```
! wB97M-V def2-TZVPD RIJCOSX def2/J DEFGRID3
* xyz 0 1
O 2.695 -3.988 0.451
H -1.555 -1.566 6.287
O 1.115 -3.502 -1.334
H -0.267 -1.254 0.073
H 0.411 2.371 -4.043
H -1.810 -0.081 7.265
C -4.345 -2.300 1.494
C 3.501 2.799 -3.057
N -4.422 -3.418 0.611
N -0.449 -0.401 3.270
H -2.686 -5.023 -3.694
O -4.319 -5.469 -1.499
H -1.369 1.639 5.887
Cl 3.903 -2.551 -1.928
C -2.760 -1.856 -0.793
H -0.986 0.080 2.549
H 1.872 2.699 -4.994
H 1.070 4.002 -4.053
H 0.428 -1.149 5.637
C 1.341 2.945 -4.071
H -4.946 -2.388 2.477
H 3.690 4.367 -0.889
C -0.215 0.530 4.381
H -1.233 -2.766 -4.099
C -1.541 1.020 4.998
C -3.597 -3.132 -0.532
H -0.951 -0.248 -3.543
H -3.169 -1.139 6.841
H 1.753 -1.635 1.364
H -1.471 0.539 -1.933
O -2.479 -0.015 5.284
H 5.061 4.238 -2.785
H 1.119 -1.217 -2.477
C 0.531 -0.450 -1.870
C -3.540 -4.257 -1.653
H 3.954 2.214 -2.250
H 0.571 0.455 0.165
O 2.094 2.614 -2.916
C -2.688 -4.153 -2.942
H 1.008 0.588 -2.122
H 2.628 5.444 -4.169
H 1.737 -0.189 4.975
N 3.396 4.892 -1.711
C -1.856 -1.691 -2.091
C 0.725 -0.128 5.388
H -4.778 -5.604 -2.365
H 3.921 4.612 -5.050
C 3.973 4.260 -2.904
N -2.759 -0.744 0.123
H 3.855 2.357 -3.996
C -2.222 -0.726 6.484
H -2.035 1.665 4.264
C -0.984 -0.384 -2.402
C 0.627 -0.615 -0.276
H 0.303 1.410 3.986
H 0.778 0.450 6.315
H -1.090 -1.121 3.607
C -3.560 -0.974 1.279
C 3.674 5.133 -4.120
S 2.336 -2.960 -0.598
H -3.592 -0.149 2.074
H 2.878 -0.639 0.311
C 1.955 -1.338 0.261
C -1.846 -2.845 -3.141
H 2.387 4.741 -1.745
H 4.271 6.049 -4.082
*
```


Entry 3:
# C20H35FN5O3Pd

C20H35FN5O3Pd as an isolated structure at a distorted geometry (ωB97M-V/def2-TZVPD, the OMol25 dataset).

Results
frontier orbital gap (alpha / beta): 0.257 / 0.260 hartree
energy above the lowest of the compared OMol25 structures with the same formula, charge and spin: 99.4 kJ/mol
total energy: -41091.6571 eV

ORCA input file:
```
! wB97M-V def2-TZVPD RIJCOSX def2/J DEFGRID3
* xyz 1 1
N 3.467 0.299 1.577
C -1.079 2.682 -3.011
C -2.604 3.935 -1.035
H -4.000 -1.821 1.075
N 0.517 -3.028 -0.191
C -3.109 -0.544 3.105
H -0.472 2.249 -3.797
C -2.455 2.645 -3.091
H 1.487 3.938 -1.089
H 2.996 -1.144 3.059
C 0.992 3.332 -1.835
C 2.488 1.166 1.262
H 0.967 -5.074 -0.431
N 0.571 -0.693 -0.446
H 0.012 -3.873 1.627
H -0.757 4.486 -0.122
C 3.646 -0.278 2.902
C -3.195 3.267 -2.102
F -4.527 3.234 -2.179
C 1.456 -4.102 -0.504
H 4.719 -1.111 0.682
H 1.330 0.633 3.040
H -4.181 -0.462 3.283
C 0.260 -2.890 1.226
H 3.965 0.051 -0.431
C -0.420 3.332 -1.924
C -0.957 1.246 2.325
C -3.755 -0.810 0.751
H -2.966 2.156 -3.909
H -0.652 -3.919 -2.069
H -3.236 4.418 -0.301
H 0.777 -0.744 0.541
H -3.285 -0.841 -0.227
C 0.354 -0.959 -3.224
H 1.132 -2.521 1.785
N 0.357 -2.088 -2.308
H 4.675 -0.611 3.002
H 0.617 -3.935 -3.312
O 0.206 1.731 1.693
H -0.553 -0.360 -3.107
H -1.472 2.073 2.826
O 2.429 1.718 0.166
H -2.603 0.127 3.793
H 2.295 -4.088 0.200
O -1.838 0.982 0.093
H -0.589 -2.226 1.393
C -0.169 -3.335 -2.848
H 1.576 3.077 -2.710
H 3.460 0.453 3.687
H 5.319 0.557 0.587
H -2.811 -1.574 3.323
Pd 0.292 1.460 -1.000
H 1.223 -0.324 -3.051
C -1.912 0.659 1.274
C -1.238 3.969 -0.941
C 1.436 1.464 2.339
H -0.912 -3.105 -3.611
H 1.860 -3.978 -1.504
H 0.402 -1.343 -4.241
H -0.707 0.486 3.069
N -2.834 -0.218 1.715
H 1.760 2.350 2.894
H -4.673 -0.224 0.681
C 4.427 -0.071 0.544
C 0.492 -1.883 -0.972
*
```


Entry 4:
# C20H35N2O13P

A 4-piece molecular cluster, C20H35N2O13P overall at a distorted geometry (ωB97M-V/def2-TZVPD, the OMol25 dataset).

Results
frontier orbital gap: 0.383 hartree
total energy: -60196.1683 eV
SMILES: CC(C)=NO[P@@](=O)(O)Oc1ccncc1.CCOC(=O)OC.CCOC(=O)OC.CCOC(=O)OC

ORCA input file:
```
! wB97M-V def2-TZVPD RIJCOSX def2/J DEFGRID3
* xyz 0 1
O -1.355 -3.174 -2.646
O -2.134 -5.451 -1.788
O 7.073 2.342 4.562
O 0.898 2.452 1.028
H 3.677 1.206 3.226
N -4.951 -0.992 -2.695
O -0.752 2.605 -2.752
C -3.552 -6.806 -0.738
N -2.442 -6.217 -0.607
H -3.859 3.973 -4.426
O 5.726 1.002 3.542
H -3.768 -7.280 1.347
H 0.698 -3.886 -0.881
O -2.887 3.180 -2.304
H -4.013 0.307 -1.409
P -1.298 -4.157 -1.391
C -3.933 -7.735 0.376
H -3.900 6.489 -4.271
H -0.729 -1.417 0.916
C 7.438 2.751 6.938
H -3.340 -8.639 0.280
H 8.173 1.946 6.952
C 7.334 3.347 5.551
H 4.163 -0.168 4.249
H -3.516 -3.722 -3.987
H -3.222 5.772 -2.804
C 1.177 1.165 1.207
H 0.206 1.353 -1.460
H -0.713 2.641 -0.679
H 0.722 -1.284 1.921
C 0.255 -0.961 0.994
C -3.066 5.910 -3.873
O 4.883 2.371 5.127
H 2.358 3.627 -0.860
H -4.986 -7.985 0.303
C -2.659 -1.233 -1.925
C -2.521 -2.401 -2.644
O 2.243 0.709 1.535
H 2.521 3.102 2.159
O 0.078 0.456 0.945
H -4.523 -7.564 -2.445
H 4.455 -0.197 2.499
H 6.483 2.332 7.254
H -5.516 -6.554 -1.438
H 7.735 3.513 7.658
H 3.417 2.449 -0.092
H 0.858 -1.273 0.138
H 1.528 4.336 1.400
H -1.558 1.247 -1.396
H 3.679 4.174 0.191
C -4.793 -2.112 -3.397
H -1.863 -0.854 -1.310
C -1.910 3.210 -3.006
C 5.802 1.944 4.475
C -3.603 -2.823 -3.393
H 8.282 3.798 5.263
O 0.205 -4.636 -1.236
O -1.769 -3.565 -0.136
C 2.918 3.407 0.051
C -4.521 -6.642 -1.864
H -4.311 -5.794 -2.499
C 1.990 3.363 1.245
H -5.630 -2.475 -3.974
C -3.893 -0.600 -1.988
C -0.716 1.924 -1.492
H -2.146 6.480 -4.003
O -1.800 3.847 -4.171
H 6.572 4.124 5.506
H -2.851 4.727 -5.654
C 4.416 0.436 3.377
C -2.966 4.577 -4.582
*
```


Q: Among the records above, which one has the lowest total energy?
A: C20H35BrCl26F9NO2S


Q: Look up the total energy of the third one.
A: -41091.6571 eV